[1]
H80O40 | ωB97M-V/def2-TZVPD

Positions of all 120 atoms, in Å:
1 H 2.802 0.929 -0.701
2 H 2.906 2.136 -1.442
3 O 2.426 1.786 -0.651
4 H -5.756 -0.368 1.942
5 H -5.974 1.092 2.310
6 O -6.400 0.247 2.249
7 H 0.167 2.324 -0.577
8 H 0.556 3.498 -1.313
9 O -0.279 2.980 -1.158
10 H 6.561 0.473 -1.247
11 H 5.464 -0.456 -1.922
12 O 6.214 0.169 -2.072
13 H -1.102 -4.570 0.980
14 H -0.518 -5.705 -0.136
15 O -0.547 -4.696 0.165
16 H 5.992 -1.873 2.434
17 O 5.091 -2.362 2.470
18 H 3.875 -2.701 -1.015
19 O 3.534 -3.550 -1.177
20 H 0.823 -1.304 -2.416
21 H 1.480 -0.414 -1.389
22 O 0.737 -1.021 -1.528
23 H -1.691 0.596 3.972
24 H -0.776 -0.096 2.723
25 O -1.713 0.014 3.209
26 H 0.926 -2.704 -3.819
27 H 1.974 -2.795 -2.598
28 O 1.913 -2.672 -3.655
29 H -5.568 0.799 -1.420
30 H -4.912 -0.287 -0.262
31 O -4.826 0.442 -0.831
32 H -1.272 -2.796 1.739
33 O -1.869 -3.280 2.269
34 H -2.654 -0.722 0.275
35 H -1.380 -0.407 -0.393
36 O -1.937 -1.176 -0.283
37 H -4.452 2.548 2.935
38 H -3.325 1.820 2.152
39 O -3.969 1.741 2.874
40 H 1.417 4.072 -5.151
41 H 2.161 3.298 -3.940
42 O 1.476 3.282 -4.649
43 H -0.232 0.832 -4.077
44 H -1.140 -0.219 -4.735
45 O -0.340 -0.093 -4.233
46 H -4.154 -0.386 -3.753
47 H -4.838 0.953 -3.126
48 O -4.681 0.455 -3.985
49 H -2.071 -5.352 -2.410
50 H -2.584 -5.828 -1.105
51 O -1.902 -5.967 -1.712
52 H 2.834 5.062 -2.001
53 O 2.956 4.540 -1.205
54 H -0.041 3.865 -3.077
55 H -0.098 5.396 -2.534
56 O 0.196 4.783 -3.226
57 H -4.068 -3.985 0.842
58 O -3.951 -4.272 -0.061
59 H 4.789 2.558 -4.095
60 H 4.525 1.715 -2.858
61 O 4.149 2.403 -3.425
62 H -4.047 -3.421 -3.805
63 H -3.387 -4.434 -2.830
64 O -3.907 -4.373 -3.592
65 H -4.612 -1.542 -1.693
66 H -2.978 -1.255 -1.560
67 O -3.722 -1.706 -1.971
68 H -0.648 0.930 5.728
69 H -1.161 2.307 5.870
70 O -1.191 1.587 5.263
71 H 2.200 4.117 3.853
72 H 1.685 4.017 2.400
73 O 1.512 3.776 3.270
74 H 0.680 -3.262 0.128
75 H 1.699 -2.196 -0.133
76 O 1.326 -2.677 0.536
77 H 1.373 2.300 1.346
78 H 2.226 3.390 0.408
79 O 1.279 3.072 0.794
80 H 3.190 1.338 4.631
81 H 2.213 2.569 4.405
82 O 2.843 2.217 5.061
83 H -2.125 2.615 2.627
84 H -0.863 3.462 3.316
85 O -1.644 3.415 2.793
86 H -4.131 2.818 -0.846
87 H -3.550 2.580 -2.162
88 O -4.453 2.737 -1.788
89 H 3.032 -0.258 2.982
90 O 3.138 -0.427 2.060
91 H -1.564 1.026 1.997
92 H -1.095 1.482 0.643
93 O -1.905 1.078 0.961
94 H 3.836 5.046 -0.928
95 H 5.322 -3.178 2.008
96 H -4.001 -3.451 -0.548
97 H 3.450 -3.772 -2.119
98 H -1.982 -2.646 2.994
99 H 3.071 -1.374 1.953
100 O 0.505 -2.593 4.364
101 H 0.330 -2.822 3.465
102 H -0.225 -2.325 4.907
103 O -2.463 3.662 -0.613
104 H -3.233 4.236 -0.509
105 H -2.239 3.321 0.246
106 O -0.925 -2.823 -2.407
107 H -0.638 -3.406 -1.672
108 H -1.186 -2.252 -1.676
109 O 0.663 0.741 2.248
110 H 1.217 0.071 2.545
111 H 0.385 0.510 1.386
112 O 3.097 -1.412 4.737
113 H 3.798 -2.015 4.524
114 H 2.711 -1.723 5.536
115 O 5.601 0.249 0.609
116 H 5.608 -0.569 1.037
117 H 4.665 0.553 0.472
118 O 3.208 -0.587 -2.232
119 H 2.937 -1.380 -2.765
120 H 3.529 0.027 -2.891

Values from the calculation:
LUMO in eV: -0.6
Total energy in eV: -83193.955

Results of the Löwdin charge analysis, in e, for atoms 1 through 4:
1. H -0.005
2. H 0.057
3. O -0.045
4. H 0.000

=====

[2]
H80O40 | ωB97M-V/def2-TZVPD

Positions of all 120 atoms, in Å:
1 H -5.596 -0.867 -1.565
2 H -5.752 -0.944 -3.076
3 O -5.123 -1.126 -2.364
4 H 3.700 -5.420 -0.352
5 H 3.138 -5.317 -1.648
6 O 2.817 -5.337 -0.727
7 H 3.516 -3.064 3.955
8 H 2.022 -3.127 3.955
9 O 2.747 -2.490 4.115
10 H -4.144 1.551 -1.643
11 H -4.104 0.253 -2.317
12 O -3.805 1.236 -2.499
13 H 1.010 1.501 -0.001
14 H 0.665 0.394 -0.826
15 O 1.453 0.910 -0.632
16 H 2.202 -0.949 3.157
17 O 1.594 -0.584 2.506
18 H 0.090 -0.259 3.075
19 O -0.886 -0.181 3.051
20 H 2.601 -1.426 -4.140
21 H 1.248 -2.159 -3.712
22 O 2.102 -2.237 -4.136
23 H 4.802 -3.310 0.750
24 H 4.364 -4.554 1.543
25 O 4.019 -3.812 1.029
26 H -1.960 -0.030 0.584
27 H -2.901 -0.013 -0.583
28 O -2.851 0.308 0.327
29 H -6.103 1.010 -0.132
30 H -6.467 1.947 -1.264
31 O -6.400 1.007 -1.064
32 H -2.822 2.823 -2.950
33 O -2.605 3.739 -2.613
34 H -1.743 -4.842 -1.457
35 H -0.774 -5.124 -2.667
36 O -1.586 -4.667 -2.433
37 H -2.871 -3.705 5.133
38 H -2.888 -3.646 3.737
39 O -2.601 -4.280 4.400
40 H 3.248 4.415 -0.432
41 H 3.706 5.188 -1.732
42 O 3.221 5.249 -0.916
43 H 2.040 3.474 3.453
44 H 1.870 1.973 2.898
45 O 2.478 2.630 3.265
46 H 1.167 3.365 -4.571
47 H 2.021 2.373 -5.431
48 O 1.960 3.267 -5.097
49 H -2.096 1.934 -0.474
50 H -2.034 3.342 -1.090
51 O -1.724 2.790 -0.333
52 H 3.970 0.222 1.663
53 O 4.730 0.802 1.570
54 H -3.869 -4.468 -1.821
55 H -4.904 -3.453 -2.428
56 O -3.972 -3.655 -2.312
57 H -0.083 -5.803 -0.453
58 O -0.702 -5.199 -0.037
59 H -2.228 4.382 0.611
60 H -2.349 5.479 -0.417
61 O -2.333 5.398 0.542
62 H -0.094 3.085 3.510
63 H -1.286 2.869 4.508
64 O -0.398 2.601 4.274
65 H 3.265 3.161 -2.855
66 H 3.985 3.089 -4.232
67 O 4.138 3.246 -3.279
68 H -0.270 2.791 0.545
69 H -0.668 1.905 1.852
70 O 0.059 2.280 1.322
71 H 1.700 4.678 -1.900
72 H 2.128 4.659 -3.429
73 O 1.418 4.396 -2.797
74 H 2.470 -2.698 -0.215
75 H 1.935 -2.726 1.263
76 O 2.095 -2.161 0.492
77 H -1.835 0.383 -2.452
78 H -1.313 -0.858 -1.864
79 O -1.143 0.114 -1.832
80 H 4.442 2.673 -0.170
81 H 3.250 1.813 -0.629
82 O 3.480 2.557 -0.021
83 H 3.623 -4.267 -2.367
84 H 3.822 -3.272 -3.520
85 O 4.286 -3.892 -2.947
86 H -5.396 -0.418 1.935
87 H -5.787 -0.707 0.614
88 O -6.197 -0.337 1.406
89 H 2.653 0.792 -3.280
90 O 1.833 0.696 -3.774
91 H 0.897 5.595 2.271
92 H -0.309 4.537 2.335
93 O 0.445 4.917 2.796
94 H 4.338 1.710 1.405
95 H 1.833 -0.750 1.584
96 H -0.196 -4.566 0.502
97 H -1.011 0.632 3.526
98 H -3.392 4.273 -2.788
99 H 1.122 0.501 -3.148
100 O -0.328 -1.125 0.358
101 H -0.435 -1.932 -0.143
102 H 0.634 -1.096 0.461
103 O -1.022 -1.439 5.568
104 H -0.065 -1.420 5.368
105 H -0.963 -0.685 6.203
106 O -0.104 -2.445 -2.155
107 H -0.861 -2.772 -2.642
108 H 0.283 -3.101 -1.587
109 O -0.484 -2.845 2.730
110 H -0.415 -1.919 3.054
111 H -1.157 -3.161 3.354
112 O -2.655 -2.496 -0.284
113 H -3.047 -1.870 0.350
114 H -1.732 -2.588 0.009
115 O 5.468 -1.331 0.436
116 H 4.704 -0.969 -0.039
117 H 5.878 -0.481 0.664
118 O -3.167 3.668 2.080
119 H -3.904 4.214 1.779
120 H -2.614 4.158 2.710

Values from the calculation:
LUMO in eV: -0.4
Total energy in eV: -83198.604

Results of the Löwdin charge analysis, in e, for atoms 1 through 4:
1. H 0.028
2. H 0.089
3. O -0.030
4. H 0.034

=====

no.,HOMO energy (Eh)
1,-0.382
2,-0.380